# 1
{"formula": "C2H7NO", "method": "the ωB97M-V functional and the def2-TZVPD basis", "species": ["N", "C", "O", "H", "H", "H", "C", "H", "H", "H", "H"], "positions_angstrom": [[-0.017, -1.461, -0.273], [1.350, -1.412, -0.386], [1.890, -1.049, -1.401], [-0.569, -1.443, 0.579], [-0.583, -1.328, -1.105], [1.886, -1.588, 0.557], [-0.765, 1.661, 0.403], [-1.748, 1.197, 0.459], [-0.859, 2.517, -0.258], [-0.050, 0.960, -0.003], [-0.536, 1.945, 1.429]], "forces_ev_per_angstrom": [[-0.618, -0.490, -0.122], [-1.054, 1.154, 0.234], [0.394, -0.517, -0.193], [0.795, -0.256, -0.050], [0.512, 0.123, 0.100], [0.010, -0.259, 0.006], [-0.601, 0.021, 0.161], [-0.060, -0.200, -0.181], [0.154, 0.196, 0.133], [0.134, 0.034, 0.067], [0.335, 0.195, -0.154]], "spin_multiplicity": 1, "smiles": "NC=O.C", "total_energy_ha": -210.39337, "mol_weight_g_mol": 61.08}


# 2
{"formula": "C2H7NO", "method": "the ωB97M-V functional and the def2-TZVPD basis", "species": ["N", "C", "O", "H", "H", "H", "C", "H", "H", "H", "H"], "positions_angstrom": [[1.407, -2.132, 0.897], [1.439, -0.729, 0.995], [1.693, 0.051, 0.121], [2.170, -2.593, 1.373], [1.229, -2.451, -0.045], [1.313, -0.450, 2.059], [-1.864, 1.633, -1.098], [-1.956, 0.560, -1.227], [-2.471, 1.958, -0.260], [-0.801, 1.824, -0.929], [-2.158, 2.329, -1.887]], "forces_ev_per_angstrom": [[-0.715, 0.635, -0.588], [1.247, -0.764, 1.019], [-0.831, -0.019, -0.269], [-0.248, -0.106, 0.148], [0.550, -0.124, -0.103], [-0.015, 0.389, -0.215], [0.489, 0.806, 0.340], [-0.427, 0.078, -0.592], [0.205, -0.173, 0.436], [-0.143, 0.072, 0.334], [-0.111, -0.794, -0.510]], "spin_multiplicity": 1, "smiles": "NC=O.C", "total_energy_ha": -210.37973, "mol_weight_g_mol": 61.08}


# 3
{"formula": "C2H7NO2", "method": "the ωB97M-V functional and the def2-TZVPD basis", "species": ["O", "C", "H", "H", "N", "C", "O", "H", "H", "H", "H", "H"], "positions_angstrom": [[-1.131, -0.424, 2.333], [-0.146, -1.039, 2.116], [-0.142, -1.775, 1.269], [0.778, -0.895, 2.707], [1.096, 0.796, -1.053], [-0.173, 0.424, -1.531], [-1.162, -0.034, -0.578], [1.711, 0.015, -0.863], [1.109, 1.432, -0.263], [-0.107, -0.376, -2.251], [-0.661, 1.264, -2.043], [-1.172, 0.612, 0.157]], "forces_ev_per_angstrom": [[-1.222, 1.155, 0.297], [1.013, -1.212, -0.718], [0.299, 0.138, 0.469], [0.000, -0.142, 0.024], [-0.812, -1.235, 2.208], [-2.590, 0.055, -2.210], [2.017, 0.864, 0.800], [0.943, -0.149, -0.588], [0.206, 0.905, -0.130], [0.383, -0.232, -0.134], [0.496, 0.285, -0.014], [-0.733, -0.432, -0.003]], "total_charge": 1, "spin_multiplicity": 2, "total_energy_ha": -285.21719, "mol_weight_g_mol": 77.08}


# 4
{"formula": "C2H7NO2Si", "method": "the ωB97M-V functional and the def2-TZVPD basis", "species": ["C", "C", "O", "O", "Si", "N", "H", "H", "H", "H", "H", "H", "H"], "positions_angstrom": [[2.247, 0.259, -0.890], [1.043, -0.226, -0.159], [0.840, -1.387, 0.061], [0.064, 0.657, -0.091], [-1.541, 0.315, 0.315], [-1.999, -0.760, -0.988], [2.811, -0.718, -1.205], [1.708, 0.794, -1.676], [2.842, 0.959, -0.247], [-2.026, 1.700, 0.351], [-1.471, -0.488, 1.461], [-1.184, -0.818, -1.530], [-2.702, -0.663, -1.615]], "forces_ev_per_angstrom": [[0.837, -0.993, 0.575], [-0.274, -1.146, -0.869], [0.080, -0.875, 0.798], [-0.097, 1.571, 0.521], [0.645, -0.462, -2.041], [1.314, 0.604, 2.927], [-0.828, 2.329, 0.400], [1.057, 0.131, -0.509], [-0.353, -0.632, -0.870], [-0.527, -0.138, 0.216], [-0.341, -0.342, 1.601], [1.456, -0.582, -0.910], [-2.970, 0.534, -1.838]], "spin_multiplicity": 1, "smiles": "CC(=O)O[SiH2]N", "total_energy_ha": -575.17738, "mol_weight_g_mol": 105.17}


# 5
{"formula": "C2H7NO2Si", "method": "the ωB97M-V functional and the def2-TZVPD basis", "species": ["C", "C", "N", "O", "O", "Si", "H", "H", "H", "H", "H", "H", "H"], "positions_angstrom": [[-0.316, -1.599, 0.366], [0.212, -0.274, 0.119], [1.541, -0.017, -0.004], [2.348, -0.920, 0.010], [1.785, 1.167, -0.161], [-0.647, 1.510, 0.056], [-1.375, -1.882, 0.106], [-0.466, -1.843, 1.495], [0.469, -2.249, -0.101], [-0.841, 0.445, -2.062], [-2.121, 1.054, 0.493], [-0.173, 2.387, 1.093], [-0.416, 2.222, -1.411]], "forces_ev_per_angstrom": [[-0.194, -2.036, 1.265], [-3.884, 2.352, 0.243], [0.388, -1.271, -0.340], [1.141, -0.543, 0.095], [1.097, 1.692, -0.226], [-0.768, -1.353, -1.363], [1.156, 0.930, -0.757], [1.123, 0.511, -1.400], [-1.046, -0.277, 0.719], [0.090, -0.336, 0.098], [1.294, 0.761, -0.866], [0.202, 0.396, 0.517], [-0.600, -0.826, 2.016]], "spin_multiplicity": 1, "total_energy_ha": -574.82327, "mol_weight_g_mol": 105.17}


# 6
{"formula": "C2H7NO3", "method": "the ωB97M-V functional and the def2-TZVPD basis", "species": ["C", "N", "C", "O", "O", "H", "H", "H", "H", "H", "O", "H", "H"], "positions_angstrom": [[1.192, 1.522, -1.695], [0.829, 1.331, -0.296], [-0.209, 0.602, 0.154], [-0.525, 0.502, 1.318], [-0.862, -0.029, -0.845], [2.137, 1.042, -1.934], [0.439, 1.112, -2.345], [1.276, 2.582, -1.913], [1.305, 1.936, 0.349], [-1.596, -0.500, -0.420], [-1.618, -3.145, 2.404], [-1.675, -4.061, 2.691], [-0.691, -2.896, 2.533]], "forces_ev_per_angstrom": [[0.001, 0.041, 0.191], [0.474, 0.416, -0.882], [0.082, 0.064, 0.398], [-0.108, -0.028, 0.098], [-0.303, -0.210, -0.043], [0.172, -0.082, 0.035], [-0.277, -0.150, -0.096], [0.043, 0.160, -0.015], [-0.241, -0.287, 0.375], [0.180, 0.039, -0.026], [0.305, 0.078, -0.011], [0.031, -0.013, 0.012], [-0.358, -0.029, -0.035]], "spin_multiplicity": 1, "smiles": "CNC(=O)O.O", "total_energy_ha": -360.90618, "mol_weight_g_mol": 93.08}


# 7
{"formula": "C2H7NO3", "method": "the ωB97M-V functional and the def2-TZVPD basis", "species": ["O", "C", "O", "H", "H", "N", "C", "O", "H", "H", "H", "H", "H"], "positions_angstrom": [[-0.488, -2.677, 1.427], [-0.530, -1.600, 0.923], [-0.083, -0.520, 1.605], [-1.107, -1.270, 0.028], [0.139, 0.302, 1.120], [-0.226, 0.989, -2.149], [0.813, 1.583, -1.391], [0.507, 1.591, 0.002], [-0.107, 0.241, -2.804], [-1.191, 1.257, -2.079], [1.736, 0.968, -1.368], [1.064, 2.609, -1.670], [-0.321, 1.996, 0.265]], "forces_ev_per_angstrom": [[0.002, -0.395, -0.644], [-0.698, 1.726, 0.903], [0.508, -0.379, 0.556], [0.524, -0.666, -0.135], [-0.183, -0.627, -0.685], [-0.268, -0.441, -0.577], [0.043, -0.431, 0.590], [0.244, -0.117, 1.145], [0.529, -0.076, 0.209], [0.179, 0.538, 0.182], [-0.570, 0.323, -0.740], [-0.108, 0.024, -0.157], [-0.202, 0.521, -0.648]], "spin_multiplicity": 1, "smiles": "O=CO.NCO", "total_energy_ha": -360.85559, "mol_weight_g_mol": 93.08}


# 8
{"formula": "C2H7NO3", "method": "the ωB97M-V functional and the def2-TZVPD basis", "species": ["O", "C", "O", "H", "H", "N", "C", "O", "H", "H", "H", "H", "H"], "positions_angstrom": [[-2.195, 0.967, -0.467], [-2.480, -0.002, 0.157], [-1.488, -0.936, 0.441], [-3.358, -0.397, 0.535], [-0.889, -0.467, -0.212], [0.716, 0.266, -0.961], [1.594, 0.396, 0.304], [1.738, -0.853, 1.153], [0.920, 1.036, -1.620], [0.800, -0.646, -1.442], [2.670, 0.678, -0.005], [1.144, 1.106, 0.978], [0.829, -1.148, 1.140]], "forces_ev_per_angstrom": [[-1.159, 0.855, -0.187], [2.957, -1.350, 0.152], [-0.711, 1.629, -1.324], [-2.503, -0.054, 0.763], [1.232, -0.751, 0.620], [0.771, -0.563, 1.232], [1.731, -1.605, -0.822], [-0.376, 2.176, -2.559], [-0.199, -0.782, 0.661], [0.622, 0.827, 0.383], [-1.724, -0.383, 0.765], [-0.133, 0.599, -0.206], [-0.508, -0.599, 0.522]], "spin_multiplicity": 1, "smiles": "O=CO.NCO", "total_energy_ha": -360.83974, "mol_weight_g_mol": 93.08}


# 9
{"formula": "C2H7NO4", "method": "the ωB97M-V functional and the def2-TZVPD basis", "species": ["C", "C", "O", "H", "H", "H", "H", "N", "O", "O", "O", "H", "H", "H"], "positions_angstrom": [[-0.308, -1.669, -1.271], [-0.895, -0.461, -0.628], [-1.478, -0.463, 0.440], [-0.427, -2.551, -0.639], [0.752, -1.489, -1.418], [-0.758, -1.829, -2.249], [-0.931, 0.431, -1.282], [-0.543, 1.822, 1.643], [0.748, 1.778, 1.443], [1.219, 1.025, 0.117], [1.880, -0.139, 0.475], [-1.010, 0.879, 1.572], [-1.019, 2.518, 1.060], [2.770, 0.148, 0.738]], "forces_ev_per_angstrom": [[0.264, -0.243, 0.475], [-1.411, -0.241, -0.141], [0.512, -0.326, -0.586], [-0.058, 0.126, -0.073], [0.218, 0.035, -0.124], [-0.089, 0.057, -0.073], [0.261, 0.097, 0.282], [-1.409, -0.895, -0.507], [1.412, -0.360, 0.259], [-0.303, 0.685, -0.151], [-0.075, -0.079, 0.441], [0.590, 1.284, 0.258], [0.289, -0.291, 0.042], [-0.200, 0.150, -0.101]], "spin_multiplicity": 1, "smiles": "CC=O.NOOO", "total_energy_ha": -435.86408, "mol_weight_g_mol": 109.08}